Entry from OMol25: a 5-piece molecular cluster, C22H50B2N5O9 overall in a non-equilibrium geometry (ωB97M-V/def2-TZVPD).

Orbital gap ... 6.08 eV
Total charge ... -1
Largest force on an atom ... 1.9 eV Å⁻¹
LUMO level ... 1.49 eV

Element x y z (Å)
1 C -3.79 4.31 0.45
2 O -3.95 5.05 -0.74
3 C -2.73 5.61 -1.22
4 C -2.06 4.73 -2.29
5 C -0.61 4.41 -1.95
6 B 0.12 3.21 -2.86
7 C -0.88 2.45 -3.97
8 C -1.58 1.35 -3.33
9 O -1.16 0.20 -3.23
10 O -2.84 1.62 -2.76
11 C -3.03 1.10 -1.51
12 C -1.91 1.20 -0.53
13 O -4.12 0.64 -1.22
14 B 1.53 3.79 -3.60
15 O 1.58 4.17 -4.98
16 N 2.79 3.90 -2.80
17 C 3.63 5.06 -3.17
18 C 3.51 2.64 -3.05
19 H -4.13 4.91 1.29
20 H -2.76 4.03 0.62
21 H -4.41 3.42 0.40
22 H -3.00 6.58 -1.64
23 H -2.04 5.81 -0.41
24 H -2.68 3.85 -2.41
25 H -2.05 5.32 -3.20
26 H -0.04 5.34 -2.08
27 H -0.51 4.18 -0.89
28 H 0.52 2.35 -2.07
29 H -0.25 1.98 -4.72
30 H -1.55 3.12 -4.50
31 H -1.83 0.26 -0.01
32 H -0.95 1.45 -0.97
33 H -2.17 1.97 0.19
34 H 1.96 3.44 -5.46
35 H 4.66 4.75 -3.30
36 H 3.28 5.57 -4.06
37 H 3.62 5.77 -2.35
38 H 2.79 1.83 -3.11
39 H 4.23 2.43 -2.26
40 H 4.03 2.68 -4.01
41 C -1.41 -2.55 -2.10
42 C -0.55 -3.72 -1.68
43 O -0.01 -4.46 -2.48
44 N -0.38 -3.92 -0.34
45 C -0.94 -3.16 0.76
46 H -1.46 -2.51 -3.18
47 H -2.43 -2.68 -1.71
48 H -1.00 -1.62 -1.74
49 H 0.20 -4.71 -0.13
50 H -0.13 -2.76 1.37
51 H -1.56 -3.82 1.38
52 H -1.55 -2.34 0.40
53 C 1.23 -5.05 2.91
54 C 2.25 -3.96 3.14
55 O 1.94 -2.78 3.13
56 N 3.54 -4.34 3.37
57 C 4.08 -5.68 3.41
58 H 0.27 -4.59 2.75
59 H 1.50 -5.64 2.03
60 H 1.17 -5.71 3.78
61 H 4.17 -3.57 3.52
62 H 4.53 -5.85 4.38
63 H 4.86 -5.79 2.65
64 H 3.32 -6.43 3.24
65 C 7.38 -4.84 7.34
66 C 7.24 -5.26 5.90
67 O 6.36 -4.83 5.18
68 N 8.16 -6.15 5.42
69 C 9.27 -6.76 6.12
70 H 6.58 -4.14 7.57
71 H 7.29 -5.70 8.00
72 H 8.33 -4.35 7.52
73 H 8.02 -6.38 4.45
74 H 10.21 -6.50 5.62
75 H 9.16 -7.84 6.11
76 H 9.31 -6.42 7.15
77 C -9.85 2.48 -1.70
78 C -8.79 3.54 -1.50
79 O -9.07 4.73 -1.51
80 N -7.52 3.11 -1.31
81 C -7.03 1.74 -1.27
82 H -10.81 2.98 -1.84
83 H -9.64 1.88 -2.59
84 H -9.92 1.83 -0.83
85 H -6.86 3.86 -1.19
86 H -6.56 1.55 -0.31
87 H -6.29 1.59 -2.05
88 H -7.84 1.04 -1.42

Atomic partial charges in e from the Löwdin method, atoms 1 to 4:
1. C -0.115
2. O -0.197
3. C -0.221
4. C -0.186

---

Entry from OMol25: a 2-piece molecular cluster, C42H40BN4 overall in a non-equilibrium geometry (ωB97M-V/def2-TZVPD).

Orbital gap ... 4.53 eV
Total charge ... +1
Largest force on an atom ... 3.9 eV Å⁻¹
LUMO level ... -4.06 eV

Element x y z (Å)
1 C -1.69 11.57 7.75
2 C -1.56 10.18 7.75
3 C -1.15 9.51 6.59
4 C -0.95 10.22 5.39
5 N -0.54 9.61 4.19
6 C -1.02 10.18 2.97
7 C -0.22 10.28 1.81
8 C -0.77 10.78 0.62
9 C -2.05 11.35 0.61
10 C -2.85 11.26 1.76
11 C -2.35 10.65 2.91
12 C 0.08 8.35 4.17
13 C -0.06 7.55 3.03
14 C 0.63 6.36 2.94
15 C 1.62 6.06 3.89
16 C 2.64 5.05 3.42
17 C 4.10 5.31 3.69
18 C 4.92 4.31 4.21
19 C 6.29 4.52 4.32
20 C 6.89 5.64 3.70
21 N 8.29 5.73 3.59
22 C 8.88 6.40 2.48
23 C 9.93 7.30 2.71
24 C 10.60 7.87 1.63
25 C 10.17 7.62 0.33
26 C 9.05 6.82 0.11
27 C 8.41 6.19 1.18
28 C 9.10 5.35 4.69
29 C 10.35 4.73 4.45
30 C 11.22 4.45 5.50
31 C 10.87 4.81 6.81
32 C 9.65 5.43 7.06
33 C 8.75 5.68 6.02
34 C 6.07 6.60 3.07
35 C 4.69 6.46 3.14
36 C 1.62 6.72 5.12
37 C 0.90 7.91 5.22
38 C -1.19 11.61 5.39
39 C -1.63 12.26 6.54
40 H -1.83 12.11 8.68
41 H -1.76 9.60 8.65
42 H -0.95 8.44 6.64
43 H 0.81 9.95 1.83
44 H -0.20 10.72 -0.31
45 H -2.43 11.86 -0.28
46 H -3.87 11.65 1.76
47 H -3.00 10.56 3.78
48 H -0.71 7.86 2.22
49 H 0.41 5.67 2.12
50 H 2.37 4.01 3.70
51 H 4.44 3.36 4.49
52 H 6.91 3.82 4.89
53 H 10.22 7.53 3.74
54 H 11.46 8.51 1.83
55 H 10.71 8.06 -0.51
56 H 8.66 6.67 -0.90
57 H 7.57 5.52 1.00
58 H 10.64 4.50 3.42
59 H 12.17 3.96 5.29
60 H 11.56 4.58 7.63
61 H 9.39 5.72 8.09
62 H 7.80 6.17 6.22
63 H 6.48 7.47 2.57
64 H 4.02 7.18 2.68
65 H 2.15 6.32 5.99
66 H 0.98 8.47 6.15
67 H -1.03 12.17 4.47
68 H -1.92 13.30 6.46
69 H 2.58 5.17 2.34
70 B 0.84 1.25 0.04
71 H 0.10 1.08 0.97
72 H 0.69 2.12 -0.79
73 C 2.31 0.79 0.26
74 N 2.30 -0.18 -0.71
75 C 1.21 -0.19 -1.65
76 C 3.40 -0.97 -0.61
77 C 4.12 -0.52 0.47
78 N 3.43 0.57 0.99
79 C 3.88 1.37 2.13
80 H 1.24 -1.00 -2.39
81 H 0.28 -0.20 -1.02
82 H 1.20 0.77 -2.18
83 H 3.60 -1.79 -1.28
84 H 5.05 -0.89 0.89
85 H 4.89 1.07 2.45
86 H 3.92 2.43 1.85
87 H 3.18 1.25 2.96

Atomic partial charges in e from the Löwdin method, atoms 1 to 4:
1. C -0.095
2. C -0.077
3. C -0.038
4. C -0.209

---

Entry from OMol25: one molecule with the formula C4H6N2 (ωB97M-V/def2-TZVPD).

Orbital gap ... 8.72 eV
Largest force on an atom ... 0.6 eV Å⁻¹
LUMO level ... 0.98 eV

Element x y z (Å)
1 C -1.68 -0.78 0.41
2 C -0.61 0.14 -0.04
3 C 0.72 0.23 -0.70
4 N 1.98 -0.04 0.07
5 N 2.32 0.53 1.08
6 C -0.12 1.33 -0.19
7 H -2.58 -0.22 0.66
8 H -1.92 -1.51 -0.37
9 H -1.36 -1.34 1.30
10 H 0.87 0.01 -1.76
11 H 2.57 -0.77 -0.39
12 H -0.18 2.40 -0.05

Atomic partial charges in e from the Löwdin method, atoms 1 to 4:
1. C -0.038
2. C -0.206
3. C -0.237
4. N -0.209

---

no.,E_tot (a.u.)
1,-1869.0331
2,-1868.0096
3,-265.3614